C23H31CrN2O4 | ωB97M-V/def2-TZVPD

```
61
Properties=species:S:1:pos:R:3:lowdin_charge:R:1
Cr 0.192 -1.049 0.567 0.526
O 1.270 4.902 -0.925 0.042
O -1.165 1.205 -1.353 0.022
O 2.279 1.024 1.670 -0.007
O -1.994 -0.635 -0.887 -0.329
N 0.043 3.025 -0.929 0.191
N 0.561 1.050 0.210 0.095
C 1.594 1.668 0.856 -0.429
C -3.494 -3.311 -2.007 -0.328
C -3.337 -4.089 -0.728 -0.109
C 1.658 3.959 1.920 -0.174
C 3.767 2.512 -1.079 -0.080
C 1.786 -0.919 -1.131 -0.162
C -3.216 -0.685 -1.394 -0.466
C 0.640 -1.644 -1.586 -0.159
C -4.147 -1.919 -1.912 -0.201
C -1.512 -0.002 1.964 -0.164
C 3.441 3.241 0.212 -0.191
C -1.008 -2.265 1.982 -0.195
C -0.267 -0.160 2.634 -0.201
C 1.090 3.789 -0.479 -0.431
C 1.494 -2.743 0.279 -0.209
C -2.521 -3.458 -3.167 -0.112
C 0.061 -1.564 2.646 -0.218
C 0.472 -2.790 -0.735 -0.180
C 1.950 3.147 0.625 -0.284
C 2.522 3.599 3.116 -0.108
C 2.270 -1.552 0.065 -0.197
C -1.969 -1.293 1.578 -0.158
C -0.218 1.701 -0.692 -0.489
H -1.124 -3.341 1.856 0.094
H 0.000 -1.391 -2.428 0.097
H 2.263 -0.113 -1.676 0.087
H 3.123 2.852 -1.899 0.082
H -0.578 3.447 -1.643 0.169
H 1.784 5.024 1.675 0.111
H 3.558 3.930 2.966 0.066
H 0.290 0.611 3.154 0.085
H -0.293 -3.548 -0.883 0.072
H 0.593 3.809 2.162 0.128
H -2.075 0.925 1.820 0.103
H 3.672 1.425 -0.963 0.067
H -2.955 -1.522 1.148 0.091
H 4.043 2.840 1.038 0.108
H -2.233 -2.402 -3.581 0.101
H 2.118 4.101 4.004 0.064
H 1.672 -3.499 1.042 0.097
H 4.806 2.731 -1.351 0.066
H -3.874 -0.074 -0.623 0.083
H -4.593 -1.594 -2.932 0.090
H -3.255 0.147 -2.225 0.076
H -3.753 -3.493 0.171 0.086
H 3.130 -1.242 0.648 0.089
H -3.843 -5.092 -0.758 0.057
H 3.676 4.310 0.110 0.114
H 2.516 2.513 3.271 0.068
H -5.079 -1.921 -1.247 0.082
H -2.258 -4.233 -0.415 0.060
H -1.518 -3.883 -2.909 0.058
H -2.964 -4.055 -4.014 0.055
H 0.912 -2.005 3.164 0.097
```

Its charge is -2. The spin multiplicity is 4. The value obtained for the HOMO energy (spin up / spin down) is 0.730 / 0.861 eV. The gap between HOMO and LUMO (spin up / spin down) comes out at 4.201 / 4.062 eV. Its expectation value of S² is 3.795. The value obtained for the maximum force is 0.107 hartree/bohr.

C32H47N13O4PPbS2 | ωB97M-V/def2-TZVPD

```
100
Properties=species:S:1:pos:R:3:lowdin_charge:R:1
Pb 0.146 1.114 -0.963 1.373
S 1.737 -1.252 1.602 0.583
S -0.818 -0.162 2.555 0.830
P -1.228 -1.471 -1.697 1.000
O 0.752 -0.310 2.557 -0.346
O 0.963 -2.385 1.218 -0.261
O -1.478 -1.421 2.606 -0.237
O 2.913 -1.387 2.370 -0.169
N -2.232 -3.785 -0.445 -0.050
N -3.196 -3.213 -2.584 -0.150
N 3.113 1.349 -0.648 0.089
N 1.911 -0.295 0.325 -0.173
N 4.250 -0.604 0.020 0.081
N -2.329 1.208 -0.576 -0.010
N -0.119 2.716 -3.007 -0.403
N 0.278 3.515 -0.084 -0.350
N -0.986 -4.122 -2.490 -0.147
N -2.650 3.924 6.356 0.169
N -0.979 0.525 1.101 -0.207
N -3.255 0.661 1.542 0.149
N 4.299 -6.156 0.319 0.147
C 5.147 -4.045 1.048 0.011
C -2.221 -4.056 -3.255 -0.137
C -0.260 -2.873 -2.486 -0.288
C 0.484 4.399 -1.250 -0.173
C 5.481 1.349 -0.534 0.023
C -0.927 3.916 0.646 -0.073
C -4.671 1.355 -0.236 -0.008
C 4.288 -4.813 0.243 -0.301
C -0.400 4.044 -2.439 -0.188
C -0.979 3.104 4.846 0.004
C -0.525 2.123 3.998 -0.071
C -2.451 0.769 4.526 -0.050
C 3.364 -2.761 -0.638 -0.043
C 4.231 -2.012 0.159 -0.261
C -2.910 1.749 5.372 0.011
C -2.843 -1.813 -2.606 -0.286
C -2.192 2.952 5.556 -0.283
C -1.214 -4.635 -1.190 -0.095
C 1.423 3.647 0.822 -0.074
C 5.138 -2.675 0.991 -0.011
C 3.094 0.144 -0.079 -0.406
C -1.698 -2.435 -0.160 -0.267
C -3.493 -3.714 -1.295 -0.097
C -3.549 1.472 -1.037 -0.110
C 3.408 -4.137 -0.622 -0.011
C 1.158 2.718 -3.725 -0.087
C -1.180 2.389 -3.961 -0.080
C -2.231 0.802 0.706 -0.578
C 4.269 1.945 -0.877 -0.069
C -1.255 0.952 3.831 -0.310
C -4.459 0.951 1.079 -0.059
C 5.429 0.038 -0.130 0.050
H -5.655 1.582 -0.604 0.118
H -2.627 -5.063 -3.373 0.150
H -4.216 -3.072 -0.784 0.153
H -5.269 0.853 1.787 0.131
H -1.616 -5.651 -1.261 0.157
H -3.002 -0.144 4.389 0.121
H 3.778 -6.713 -0.336 0.114
H -2.091 4.739 6.554 0.126
H -1.790 3.890 -0.013 0.082
H 2.704 -2.240 -1.316 0.106
H 6.419 1.866 -0.630 0.129
H -1.110 3.227 1.469 0.070
H 0.671 -3.007 -1.929 0.074
H -3.476 3.781 6.914 0.126
H -0.403 4.004 4.981 0.123
H 1.532 4.344 -1.544 0.117
H -0.804 -2.519 0.469 0.052
H 2.330 3.329 0.318 0.056
H 5.832 -4.553 1.706 0.127
H 1.182 3.517 -4.473 0.112
H 2.783 -4.714 -1.288 0.113
H 1.985 2.844 -3.031 0.064
H 1.541 4.681 1.161 0.114
H 1.276 3.008 1.690 0.076
H 1.283 1.767 -4.239 0.096
H -0.288 -4.642 -0.605 0.151
H 5.800 -2.114 1.629 0.130
H -2.146 2.441 -3.467 0.066
H -1.177 3.083 -4.807 0.111
H -2.437 -1.876 0.418 0.090
H -0.826 4.927 1.056 0.114
H -2.445 -4.233 0.451 0.199
H -3.904 -4.725 -1.379 0.157
H -3.833 1.601 5.913 0.126
H -1.443 4.055 -2.125 0.115
H 6.324 -0.540 0.038 0.155
H -3.618 1.777 -2.072 0.112
H 0.414 2.230 3.483 0.100
H -1.039 1.383 -4.348 0.089
H -3.646 -1.230 -2.144 0.089
H 0.273 5.434 -0.957 0.144
H 4.231 2.927 -1.331 0.130
H -0.007 -2.603 -3.515 0.107
H -2.014 -3.658 -4.247 0.146
H 5.009 -6.620 0.862 0.120
H -2.756 -1.493 -3.646 0.104
H -0.278 4.822 -3.204 0.144
```

Its charge is +3. The value obtained for the HOMO energy is -14.240 eV. The gap between HOMO and LUMO comes out at 6.773 eV. The value obtained for the maximum force is 0.032 hartree/bohr.

C4H3N3O | ωB97M-V/def2-TZVPD

```
11
Properties=species:S:1:pos:R:3:lowdin_charge:R:1
O 0.252 -1.138 -2.624 0.077
N -0.016 0.616 1.598 0.039
N -1.281 -0.004 -0.751 0.113
N -1.649 0.978 0.036 0.016
C -0.827 1.437 1.086 -0.230
C -0.028 -0.562 -0.361 -0.248
C 0.582 -0.378 0.880 -0.065
C 0.704 -1.143 -1.514 -0.258
H 1.560 -1.854 -1.004 0.152
H -0.962 2.871 1.383 0.223
H 1.663 -0.823 1.270 0.180
```

Its charge is 0. Its energy above the lowest of the compared OMol25 structures with the same formula, charge and spin is 447.8 kJ/mol. The value obtained for the HOMO energy is -9.742 eV. The gap between HOMO and LUMO comes out at 8.779 eV. The value obtained for the maximum force is 0.099 hartree/bohr.

C5H9NO | ωB97M-V/def2-TZVPD

```
16
Properties=species:S:1:pos:R:3:lowdin_charge:R:1
O -1.223 2.322 -0.862 0.073
N 0.549 -0.718 -0.024 -0.136
C -0.504 0.098 -0.600 -0.212
C 1.288 -1.604 -0.911 -0.084
C -0.617 1.532 -0.167 -0.402
C -0.811 -1.047 0.311 -0.093
C 0.033 1.921 1.139 -0.012
H 1.302 -2.615 -0.493 0.083
H 0.910 1.299 1.335 0.075
H -1.275 -1.919 -0.150 0.114
H 2.321 -1.251 -0.981 0.080
H 0.868 -1.649 -1.926 0.083
H -0.680 1.773 1.960 0.090
H 0.297 2.979 1.106 0.085
H -1.096 -0.868 1.347 0.110
H -0.763 -0.055 -1.650 0.146
```

Its charge is 0. Its energy above the lowest of the compared OMol25 structures with the same formula, charge and spin is 195.7 kJ/mol. The value obtained for the HOMO energy is -9.304 eV. As for the SMILES: CC(=O)[C@@H]1CN1C. The gap between HOMO and LUMO comes out at 10.261 eV. The value obtained for the maximum force is 0.008 hartree/bohr.

C27H22GeN3Pd | ωB97M-V/def2-TZVPD

```
54
Properties=species:S:1:pos:R:3:lowdin_charge:R:1
Pd -0.897 0.203 -0.920 0.796
Ge -1.642 0.231 1.289 0.845
N -0.786 2.167 -1.138 -0.055
N -0.868 -1.735 -1.231 -0.065
N 0.364 0.219 -2.435 0.004
C 2.284 -1.003 -3.031 0.029
C 0.656 3.293 3.221 -0.083
C 0.195 2.517 -2.005 -0.176
C 1.034 1.298 1.352 -0.169
C -0.449 -4.400 -1.817 -0.017
C 0.396 3.851 -2.345 0.021
C -0.674 -4.154 2.894 -0.083
C 2.306 1.418 -3.009 0.030
C -1.827 -3.522 3.327 -0.080
C 2.921 0.204 -3.303 -0.011
C 0.151 -2.086 -2.053 -0.179
C -1.462 4.434 -0.958 -0.010
C 0.999 1.389 -2.530 -0.184
C -2.110 -2.229 2.919 -0.120
C 0.206 -3.482 2.061 -0.089
C 1.924 3.041 2.731 -0.086
C 0.380 -3.425 -2.356 0.019
C -1.242 -1.547 2.079 -0.377
C -0.084 -2.193 1.658 -0.165
C -0.414 2.514 2.813 -0.120
C 2.113 2.048 1.780 -0.086
C 0.975 -0.961 -2.554 -0.182
C -1.515 -4.010 -1.020 -0.010
C -1.691 -2.662 -0.758 -0.114
C -0.443 4.821 -1.814 -0.018
C -1.593 3.093 -0.639 -0.102
C -0.233 1.486 1.899 -0.382
H -2.195 -4.730 -0.598 0.123
H 2.836 2.350 -3.124 0.121
H 1.111 -3.966 1.725 0.105
H -2.152 5.153 -0.546 0.120
H 2.799 -1.942 -3.166 0.120
H 3.104 1.849 1.396 0.102
H 0.606 -1.667 0.997 0.081
H -2.516 -2.308 -0.149 0.115
H 0.503 4.080 3.943 0.105
H 2.769 3.612 3.087 0.105
H 1.189 0.514 0.595 0.068
H -1.400 2.690 3.219 0.096
H -2.508 -4.039 3.985 0.105
H 1.188 -3.707 -3.014 0.119
H -0.461 -5.167 3.201 0.105
H -2.940 0.711 1.926 -0.049
H -2.375 2.740 0.028 0.102
H -0.289 -5.443 -2.041 0.121
H 3.925 0.198 -3.701 0.122
H -0.328 5.857 -2.091 0.121
H -3.011 -1.737 3.255 0.095
H 1.176 4.130 -3.036 0.121
```

Its charge is +1. Its energy above the lowest of the compared OMol25 structures with the same formula, charge and spin is 39.0 kJ/mol. The value obtained for the HOMO energy is -10.871 eV. The gap between HOMO and LUMO comes out at 7.050 eV. The value obtained for the maximum force is 0.040 hartree/bohr.

C37H45N9STi | ωB97M-V/def2-TZVPD

```
93
Properties=species:S:1:pos:R:3:lowdin_charge:R:1
Ti -0.088 0.571 0.277 0.801
S -0.930 3.696 3.492 1.150
N 1.352 -0.793 1.390 0.051
N -1.343 -1.122 -0.648 -0.196
N 1.479 0.815 -1.189 0.055
N -2.452 2.552 1.611 0.137
N -1.349 -0.109 1.785 -0.036
N 2.699 1.442 -3.095 -0.063
N -0.105 2.304 1.442 -0.037
N 1.152 -2.577 -1.225 0.082
N -1.159 1.509 -1.201 -0.036
C 3.773 -0.438 1.547 -0.052
C -2.670 -0.774 -0.074 -0.104
C 4.781 2.791 -3.541 -0.054
C -1.184 2.774 2.039 -0.683
C -3.443 -1.147 2.321 0.011
C -1.096 -0.026 3.104 -0.121
C -1.967 -0.487 4.070 -0.016
C 2.911 0.065 -3.538 -0.177
C 1.043 2.737 2.134 -0.289
C 0.081 -4.671 -0.854 -0.006
C -2.165 2.580 -3.606 -0.018
C 2.362 2.538 1.744 -0.037
C 2.502 -0.778 3.553 -0.033
C 3.109 3.799 3.668 -0.056
C 3.327 2.492 -3.908 -0.186
C 3.654 -0.635 4.311 -0.059
C -1.216 -2.586 -0.497 -0.103
C 2.282 -3.246 -1.503 -0.109
C -1.817 3.401 -2.544 -0.030
C 1.805 4.022 4.066 -0.066
C 0.075 -3.280 -0.884 -0.255
C 1.853 3.163 -1.598 0.008
C 2.007 1.716 -1.977 -0.376
C 4.164 -0.578 -2.942 -0.056
C 3.380 3.070 2.514 -0.053
C -1.330 2.839 -1.384 -0.133
C 1.250 -5.351 -1.141 -0.026
C 2.551 -0.653 2.170 -0.295
C 0.789 3.498 3.283 -0.451
C 2.385 -4.620 -1.464 -0.030
C -3.174 -1.048 3.681 -0.015
C -1.489 0.718 -2.254 -0.248
C 4.925 -0.303 2.306 -0.071
C -1.298 -0.767 -2.072 -0.115
C -2.514 -0.673 1.417 -0.259
C -2.000 1.212 -3.438 0.008
C 4.868 -0.383 3.689 -0.073
H 1.578 4.611 4.944 0.120
H -2.581 2.336 0.637 0.078
H 5.067 -0.144 -3.364 0.072
H -1.714 -0.400 5.118 0.123
H 4.196 -0.430 -1.861 0.064
H 3.141 -2.636 -1.754 0.081
H 5.451 2.001 -3.875 0.067
H 5.875 -0.140 1.813 0.113
H 3.922 4.206 4.254 0.118
H 2.031 -0.535 -3.296 0.100
H 2.986 0.074 -4.624 0.128
H 5.767 -0.275 4.281 0.112
H 3.827 -0.382 0.464 0.095
H 3.329 -5.106 -1.669 0.119
H -3.190 3.071 2.057 0.115
H 1.567 -1.303 0.536 0.056
H -1.057 3.475 -0.553 0.108
H -0.818 -5.213 -0.590 0.127
H 1.339 3.725 -2.377 0.093
H 1.283 3.237 -0.680 0.054
H 1.281 -6.431 -1.112 0.124
H -2.565 2.983 -4.525 0.124
H 0.712 -1.375 1.919 0.091
H -1.931 4.475 -2.612 0.123
H 3.604 -0.745 5.386 0.114
H -2.275 0.525 -4.228 0.130
H 2.575 1.987 0.840 0.083
H 1.670 -0.137 -1.501 0.027
H -2.006 -3.064 -1.091 0.141
H 2.741 3.404 -3.831 0.105
H -1.428 -2.827 0.548 0.141
H -4.371 -1.581 1.974 0.129
H 4.406 2.915 2.208 0.114
H 2.831 3.620 -1.441 0.102
H 1.562 -1.020 4.036 0.106
H 4.178 -1.645 -3.161 0.070
H -0.158 0.438 3.385 0.110
H -3.886 -1.408 4.411 0.124
H -3.434 -1.510 -0.341 0.145
H -2.989 0.188 -0.469 0.126
H 5.092 3.712 -4.032 0.087
H -2.058 -1.311 -2.647 0.147
H -0.322 -1.071 -2.459 0.114
H 3.275 2.172 -4.948 0.125
H 4.900 2.918 -2.464 0.077
```

Its charge is +2. Its energy above the lowest of the compared OMol25 structures with the same formula, charge and spin is 96.9 kJ/mol. The spin multiplicity is 3. The value obtained for the HOMO energy (spin up / spin down) is -11.000 / -13.201 eV. The gap between HOMO and LUMO (spin up / spin down) comes out at 6.146 / 8.332 eV. Its expectation value of S² is 2.013. The value obtained for the maximum force is 0.044 hartree/bohr.

C12H48N6O12 | ωB97M-V/def2-TZVPD

```
78
Properties=species:S:1:pos:R:3:lowdin_charge:R:1
O 1.256 -3.563 -0.688 -0.094
O 0.678 0.901 -3.076 0.045
O -1.826 1.504 1.715 -0.128
O -0.562 -0.597 0.690 -0.170
O 0.213 3.543 -2.339 -0.152
O 5.050 2.313 -3.102 0.032
O 0.116 -3.261 3.103 -0.010
O 1.548 3.172 0.064 -0.137
O -1.620 -3.292 -1.549 -0.144
O -3.951 -1.921 3.413 -0.085
O 3.047 2.693 2.658 -0.123
O -3.160 1.246 -1.008 -0.094
N -0.846 -0.569 -3.710 0.200
N 2.900 2.670 -3.155 0.182
N 1.065 -1.305 -3.296 0.188
N 3.580 0.793 -2.364 0.168
N 0.144 -1.085 3.503 0.181
N -0.173 -2.359 5.178 0.173
C 3.927 1.996 -2.790 -0.793
C 1.758 4.511 0.396 -0.165
C -1.020 3.672 -1.576 -0.101
C 0.306 -0.211 -3.328 -0.747
C 0.499 0.159 0.202 -0.108
C -3.109 -0.089 -1.338 -0.204
C 0.033 -2.310 3.916 -0.773
C -3.399 -2.203 2.230 -0.227
C -1.610 1.681 3.134 -0.123
C -2.982 -3.585 -1.271 -0.101
C 1.355 -4.910 -0.633 -0.229
C 4.081 2.091 1.872 -0.161
H 4.878 1.802 2.557 0.077
H -1.594 0.093 -3.858 0.132
H -2.813 -3.121 2.276 0.089
H 1.176 4.777 1.278 0.084
H 0.665 -5.457 0.009 0.087
H -1.481 -3.353 -2.497 0.073
H 0.057 -0.339 4.178 0.102
H 4.311 0.152 -2.091 0.118
H 1.972 2.374 -2.887 0.049
H -0.917 4.520 -0.900 0.088
H 2.598 0.554 -2.383 0.046
H -1.156 -1.528 -3.646 0.107
H -1.981 3.728 -2.088 0.085
H 0.010 2.779 -2.883 0.042
H -0.502 -3.230 5.569 0.126
H -1.192 0.799 1.564 0.001
H 1.305 5.218 -0.299 0.079
H -2.159 -0.606 -1.204 0.050
H 0.108 0.969 -0.415 0.066
H 3.102 3.613 -3.454 0.132
H 0.976 0.589 1.083 0.094
H 0.331 -3.367 -0.855 0.026
H -2.711 1.443 -0.182 0.043
H -2.016 0.799 3.628 0.066
H -3.511 -0.327 -2.322 0.079
H -3.348 -3.635 -0.245 0.078
H 2.301 -5.176 -0.159 0.080
H 0.215 -0.966 2.502 0.083
H -2.268 2.451 3.539 0.082
H -3.426 -2.250 4.146 0.083
H -1.167 2.720 -1.065 0.050
H 1.065 3.062 -0.759 0.019
H -2.951 -1.303 1.807 0.072
H 0.882 -2.244 -3.619 0.121
H -4.220 -2.523 1.589 0.071
H 1.494 -5.517 -1.527 0.073
H -0.283 -1.499 5.697 0.116
H -3.127 -4.569 -1.715 0.085
H 3.807 1.136 1.424 0.064
H 1.956 -1.143 -2.848 0.096
H 2.807 4.758 0.552 0.089
H 2.436 2.933 1.957 0.008
H -3.500 -2.877 -1.917 0.077
H -3.755 -0.543 -0.586 0.079
H -0.597 -1.470 0.290 0.086
H -0.573 1.884 3.400 0.082
H 1.057 -0.454 -0.506 0.089
H 4.442 2.659 1.014 0.077
```

Its charge is 0. Its energy above the lowest of the compared OMol25 structures with the same formula, charge and spin is 376.9 kJ/mol. The value obtained for the HOMO energy is -9.093 eV. As for the SMILES: NC(N)=O.NC(N)=O.NC(N)=O.CO.CO.CO.CO.CO.CO.CO.CO.CO. The gap between HOMO and LUMO comes out at 8.635 eV. The value obtained for the maximum force is 0.143 hartree/bohr.

C3H8O3Pt | ωB97M-V/def2-TZVPD

```
15
Properties=species:S:1:pos:R:3:lowdin_charge:R:1
Pt 1.781 0.496 2.556 1.436
O 2.091 -0.097 0.972 -0.283
O 0.146 0.650 -1.636 -0.170
O 0.075 0.269 2.424 -0.302
C -1.218 0.306 -1.695 -0.155
C 1.122 -0.902 0.602 -0.262
C -0.253 -0.048 1.117 -0.191
H -1.071 -0.761 0.933 0.145
H 0.445 1.552 -1.311 0.135
H -1.303 -0.742 -1.378 0.085
H -1.835 0.919 -1.019 0.092
H -1.616 0.396 -2.717 0.098
H -0.231 0.849 0.478 0.103
H 0.904 -1.835 1.146 0.143
H 0.961 -1.053 -0.474 0.126
```

Its charge is +1. Its energy above the lowest of the compared OMol25 structures with the same formula, charge and spin is 189.2 kJ/mol. The spin multiplicity is 4. The value obtained for the HOMO energy (spin up / spin down) is -13.653 / -14.266 eV. The gap between HOMO and LUMO (spin up / spin down) comes out at 7.921 / 6.390 eV. Its expectation value of S² is 3.763. The value obtained for the maximum force is 0.273 hartree/bohr.